188
Properties=species:S:1:pos:R:3:forces:R:3 method="wB97M-V/def2-TZVPD" e_homo_ev=-12.189 charge=+2
In 3.25437 -2.32027 3.89657 -0.067 0.563 -0.682
C 0.41123 -0.08915 0.48636 0.074 0.630 -1.216
C 1.41383 -0.56733 1.46892 -0.295 -1.128 0.632
O 2.45969 -1.14301 1.11768 1.169 -0.022 -1.150
O 1.10828 -0.62843 2.67119 -0.367 0.480 1.266
H -0.06713 0.84882 0.76829 -0.383 -0.324 0.411
H -0.26679 -0.92261 0.30272 -0.397 0.217 0.370
H 0.82934 0.11843 -0.49862 0.455 -0.029 0.007
C -6.24006 -3.90102 -3.58684 2.008 0.783 -0.281
C -5.88905 -2.69461 -2.59488 -0.973 -0.198 1.274
C -6.75164 -2.85926 -1.32077 -0.827 0.680 -0.001
C -6.40836 -1.86426 -0.19014 1.043 -0.840 0.176
C -4.89685 -1.96655 0.20347 -1.809 0.716 -0.171
C -3.96895 -1.84045 -1.01430 -0.364 1.299 0.093
N -4.46841 -2.67437 -2.10130 -1.161 -0.921 -1.030
O -3.65271 -2.70351 -3.21838 0.743 -0.082 0.316
C -3.84900 -0.31780 -1.39244 -0.218 -0.235 -0.899
C -2.64044 -2.34775 -0.53345 1.010 -1.352 0.232
C -6.29756 -1.33758 -3.22982 -0.236 -0.262 -1.296
H -5.90956 -4.89375 -3.28129 -0.425 0.087 0.871
H -5.60919 -3.81379 -4.47141 0.001 0.505 -0.243
H -7.25506 -3.91765 -3.98385 -0.111 0.257 0.685
H -7.77476 -2.59852 -1.59157 -0.169 -0.210 -0.325
H -6.80984 -3.91321 -1.04896 0.423 0.082 0.433
H -7.02080 -1.99037 0.70267 -0.020 -0.577 -0.002
H -6.68977 -0.84863 -0.46834 0.387 0.124 -0.411
H -4.70072 -2.85039 0.81048 -0.036 -0.322 -0.431
H -4.72093 -1.13650 0.88769 0.407 0.151 -0.060
H -3.54718 0.25799 -0.51753 -0.071 0.011 -0.077
H -3.14883 -0.12254 -2.20468 0.802 -0.344 0.181
H -4.72949 0.09629 -1.88372 -0.505 -0.056 0.842
H -1.71502 -2.23463 -1.09817 -0.405 0.562 -0.523
H -2.43159 -1.98664 0.47357 -0.142 0.064 0.056
H -2.76298 -3.43006 -0.49267 0.105 -0.162 0.389
H -6.97358 -1.53581 -4.06157 -0.569 -0.234 0.296
H -5.55351 -0.80261 -3.81999 0.657 0.032 0.505
H -6.79942 -0.65838 -2.54067 0.239 -0.069 -0.036
H -3.58112 -1.78483 -3.48762 0.219 0.512 -0.473
C 4.59429 -1.32516 -3.58841 0.744 0.953 0.809
C 3.10340 -1.13563 -3.77631 1.017 -1.247 0.127
C 2.93079 -1.22929 -5.26057 -0.876 1.402 -1.995
C 1.56837 -1.57406 -5.83919 0.482 0.770 -0.455
C 1.02210 -2.78367 -5.13443 0.170 0.986 -0.116
C 1.15991 -2.61229 -3.58344 -2.476 -1.341 -1.261
N 2.50667 -2.33443 -3.17932 -0.366 1.511 0.306
O 2.68607 -2.28891 -1.79647 0.172 -1.307 -0.454
C 0.06779 -1.58651 -3.09673 -0.991 -0.468 -0.416
C 0.75053 -3.97762 -3.05192 0.089 -0.833 1.732
C 2.58358 0.20291 -3.16754 -0.317 0.004 -0.268
H 4.93222 -2.31478 -3.89588 -0.108 0.204 -0.242
H 4.89875 -1.18206 -2.55163 -0.064 -0.019 0.083
H 5.05154 -0.52069 -4.16448 0.449 -0.226 -0.117
H 3.10974 -0.22203 -5.63675 0.510 0.115 -0.057
H 3.62102 -1.85385 -5.82768 0.468 -0.270 0.857
H 1.76322 -1.65608 -6.90849 -0.183 -0.829 -0.123
H 0.91338 -0.70413 -5.88709 -0.404 0.041 0.831
H 1.55649 -3.67045 -5.47522 0.006 -0.108 0.221
H -0.02808 -2.87623 -5.41131 -0.081 -0.406 0.390
H 0.08023 -1.39488 -2.02378 0.330 0.265 -0.102
H -0.16490 -0.71077 -3.70257 1.273 0.590 0.123
H -0.91914 -2.01833 -3.26294 0.031 -1.040 0.229
H -0.19625 -4.42198 -3.35893 -0.177 0.730 -0.512
H 1.47563 -4.77282 -3.22506 0.388 0.307 -0.253
H 0.67601 -3.91042 -1.96654 0.004 -0.052 0.221
H 2.23071 0.85240 -3.96863 -0.146 -0.070 -0.092
H 3.31031 0.80660 -2.62392 0.333 -0.468 0.062
H 1.72644 0.03621 -2.51514 0.111 0.131 -0.005
H 2.20812 -1.52309 -1.46985 -0.249 0.648 0.611
C 1.24319 4.14844 0.11093 0.110 -0.025 0.405
C 1.22781 4.23895 -1.42597 0.419 -1.361 0.224
C 0.37100 3.02255 -2.01509 -1.246 2.252 0.232
C -1.16545 3.29684 -1.93990 1.867 0.707 0.083
C -1.47656 4.66285 -2.57405 0.350 -1.078 0.070
C -0.70458 5.85636 -1.99844 1.005 0.276 -1.738
N 0.78129 5.54218 -1.92357 -1.209 -0.381 0.594
O 1.63931 6.64862 -1.69589 -0.934 -1.292 -0.822
C -0.80071 6.96782 -3.12037 -1.198 0.377 1.331
C -1.38898 6.32962 -0.69085 1.178 0.072 -0.317
C 2.67483 3.96793 -1.90652 -0.835 1.203 -0.962
H 0.31410 4.40252 0.62116 -0.138 -0.190 -0.218
H 2.02509 4.75300 0.57057 0.087 0.241 -0.184
H 1.52979 3.11878 0.32487 -0.175 -0.081 0.262
H 0.68755 2.98291 -3.05735 -0.027 -0.710 -0.002
H 0.47822 2.12252 -1.40966 0.937 0.018 -0.362
H -1.35474 3.33441 -0.86712 -0.554 -0.090 0.091
H -1.66607 2.43427 -2.37974 -0.367 0.277 -0.057
H -2.54359 4.84472 -2.44572 -0.002 0.333 -0.248
H -1.22549 4.66369 -3.63475 -0.274 -0.393 -0.140
H -0.39684 6.85762 -4.12676 0.669 -0.767 0.447
H -1.87358 7.01806 -3.30625 -0.206 0.451 0.078
H -0.46984 7.92021 -2.70617 -0.036 0.033 -0.166
H -0.81317 7.19598 -0.36534 -0.461 0.238 0.344
H -2.43547 6.56020 -0.89030 0.177 0.318 -0.108
H -1.37714 5.58010 0.10047 0.096 -0.098 -0.109
H 3.03378 2.95229 -1.73996 0.002 0.253 0.596
H 3.28776 4.80428 -1.57047 0.500 -0.565 0.239
H 2.61341 4.08244 -2.98874 0.245 -0.033 -0.198
H 1.66894 6.83233 -0.75410 -0.095 -0.026 0.675
C 4.54516 -6.21144 3.71907 1.218 0.656 0.800
C 3.58541 -6.63773 2.62983 0.377 0.523 0.862
C 2.51884 -7.46594 3.34988 -1.656 -0.817 -2.251
C 1.32307 -7.73702 2.35732 -0.423 1.417 1.288
C 0.68995 -6.43139 1.88416 0.236 -0.051 0.556
C 1.70601 -5.50621 1.21032 -0.692 1.037 0.600
N 2.97375 -5.38833 2.04921 -1.412 -0.351 0.192
O 3.91816 -4.45103 1.50595 -1.058 -1.406 0.549
C 1.87754 -5.99547 -0.20681 1.365 -0.044 -0.293
C 1.06891 -4.08535 1.14255 0.612 0.388 -0.987
C 4.32815 -7.48715 1.61698 -0.207 -0.239 -0.078
H 4.91178 -7.02083 4.35041 -0.434 -0.483 -0.195
H 5.48589 -5.76429 3.39787 -0.134 0.246 -0.544
H 4.10142 -5.50462 4.42021 -0.301 0.091 -0.086
H 2.86957 -8.46737 3.59938 0.635 0.252 0.216
H 2.14613 -6.99797 4.26102 -0.004 0.174 -0.126
H 1.51470 -8.21276 1.39553 0.719 -0.728 0.539
H 0.53548 -8.27349 2.88649 0.156 -0.394 -0.126
H 0.15144 -5.83164 2.61792 0.073 -0.371 0.525
H -0.05546 -6.79386 1.17629 -0.126 0.700 -0.368
H 2.26743 -7.01167 -0.26536 -0.220 -0.059 0.051
H 2.64143 -5.36265 -0.65859 -0.207 0.107 -0.652
H 0.92903 -5.94571 -0.74157 0.182 0.172 -0.042
H 0.05487 -4.06468 0.74328 -0.440 -0.657 0.608
H 1.52571 -3.46587 0.37074 0.785 -0.047 0.075
H 1.15082 -3.50008 2.05844 -0.251 -0.315 0.206
H 3.62917 -8.00848 0.96296 0.237 0.172 -0.229
H 5.04153 -6.87037 1.07038 0.050 -0.215 -0.207
H 4.86744 -8.26643 2.15548 0.191 0.098 -0.032
H 4.17024 -4.91485 0.70410 0.643 0.351 -0.672
C -3.75261 2.83598 4.16632 -0.747 0.061 1.100
C -4.06938 3.19511 2.70975 0.019 -1.804 -0.028
C -4.87307 1.94133 2.18079 -0.957 1.790 -1.534
C -5.64193 2.20218 0.82362 1.223 0.459 1.695
C -6.51484 3.45448 0.95695 0.549 -1.298 0.187
C -5.82790 4.73682 1.53549 0.708 -0.018 -1.329
N -4.81611 4.43364 2.60737 -0.802 0.376 -0.106
O -4.00141 5.56485 2.96418 -1.004 -1.201 -0.819
C -5.04795 5.48334 0.31937 -0.970 -0.278 -0.451
C -6.99964 5.60163 2.07160 0.846 0.828 -0.172
C -2.76734 3.27567 1.95843 1.390 0.186 -1.440
H -2.91636 2.14435 4.26853 0.252 0.382 -0.188
H -4.58029 2.29658 4.62685 -0.284 -0.053 -0.214
H -3.66771 3.69117 4.83682 0.653 0.157 -0.248
H -4.19989 1.09692 2.03286 0.020 0.016 0.544
H -5.66233 1.76497 2.91160 0.177 -0.488 0.077
H -6.23082 1.30440 0.63564 -0.138 0.155 -0.288
H -4.96382 2.38089 -0.01085 0.280 -0.337 -0.032
H -7.37767 3.17627 1.56210 -0.056 0.273 0.165
H -6.86394 3.54058 -0.07202 -0.319 1.106 0.171
H -4.71152 6.50808 0.47689 -0.030 -0.185 0.599
H -4.25753 4.94241 -0.20096 0.599 -0.518 1.050
H -5.67829 5.52648 -0.56883 -0.975 0.304 0.331
H -7.70999 5.80008 1.26903 0.184 -0.016 -0.189
H -7.59612 5.20257 2.89200 0.454 -0.510 0.030
H -6.59732 6.56114 2.39652 -0.115 0.132 0.030
H -2.91961 3.38074 0.88425 -0.317 0.393 -0.135
H -2.16040 2.37060 1.98187 -0.239 -0.333 0.631
H -2.10291 4.08004 2.27407 -0.255 0.145 0.168
H -4.29458 5.76267 3.85666 -0.070 0.223 0.343
C 5.37749 2.83383 4.78379 0.753 0.080 -1.289
C 4.36392 1.91816 4.08183 -0.712 0.439 -0.161
C 3.57676 2.59390 2.89384 0.522 0.381 -0.230
C 4.35857 2.75573 1.61924 -0.108 0.694 -0.325
C 4.98339 1.47482 1.21511 1.078 0.077 0.008
C 5.80252 0.78416 2.32340 0.273 -1.592 -0.640
N 4.91754 0.63011 3.58603 -0.227 0.615 -2.345
O 5.46076 -0.20787 4.57402 -0.083 0.340 -0.273
C 6.01861 -0.63434 1.71143 -0.455 -0.431 0.839
C 7.18464 1.49666 2.50819 -0.973 -0.079 -0.517
C 3.34068 1.67859 5.14660 -1.612 -0.826 0.644
H 4.84040 3.72076 5.11994 0.312 -0.053 0.242
H 6.19465 3.11051 4.11759 -0.228 0.429 -0.052
H 5.90508 2.32661 5.59155 -0.471 -0.002 0.388
H 2.67730 2.05904 2.58890 -0.162 -0.454 0.768
H 3.28776 3.60969 3.16354 -0.259 -0.107 0.616
H 5.01412 3.62155 1.71252 0.585 -0.234 -0.027
H 3.74195 2.99131 0.75183 -0.505 0.461 0.276
H 5.64672 1.69145 0.37777 0.441 -0.182 -0.009
H 4.23627 0.82275 0.76266 -0.192 -0.296 0.531
H 6.45957 -1.35349 2.40170 0.180 0.115 0.172
H 5.03924 -1.02576 1.43625 -0.182 -0.115 0.102
H 6.59969 -0.69209 0.79103 0.205 0.613 0.101
H 7.67150 1.20742 3.43954 0.023 0.430 0.074
H 7.87545 1.27005 1.69609 -0.144 -0.609 -0.035
H 7.03051 2.56332 2.34516 0.192 0.150 0.810
H 3.80231 1.21519 6.01854 -0.326 -0.058 0.065
H 2.45456 1.14305 4.80590 0.372 -1.142 -0.314
H 2.74529 2.53765 5.45585 0.968 0.827 0.176
H 6.27318 0.21028 4.86845 0.534 0.058 0.381